{"formula": "C3H9N3O2", "method": "wB97M-V/def2-TZVPD", "elements": ["O", "O", "N", "N", "N", "C", "C", "C", "H", "H", "H", "H", "H", "H", "H", "H", "H"], "xyz": [[1.698, -1.743, 0.428], [-0.631, -0.225, -1.901], [-1.398, -0.448, 0.452], [-0.332, -0.913, -0.761], [0.060, -0.284, 1.364], [1.114, -0.685, 0.224], [1.780, 0.559, -0.329], [-1.981, 0.701, 0.141], [1.071, 1.356, -0.550], [0.112, 0.658, 1.751], [0.066, -0.988, 2.097], [2.513, 0.909, 0.401], [-1.435, 1.627, -0.037], [2.301, 0.291, -1.246], [-0.491, -1.913, -0.905], [-1.433, 0.321, -1.588], [-3.014, 0.777, 0.459]], "mulliken_charge": [-0.718, -0.407, -0.315, 0.037, -0.233, 0.620, -1.134, -0.832, 0.342, 0.370, 0.313, 0.312, 0.319, 0.308, 0.296, 0.428, 0.293], "e_above_lowest_kcal_mol": 188.6, "spin_multiplicity": 1, "mol_weight_g_mol": 119.12, "gap_ev": 9.14, "lumo_ev": 0.74}

{"formula": "C2H3Cl", "method": "wB97M-V/def2-TZVPD", "elements": ["Cl", "C", "C", "H", "H", "H"], "xyz": [[-1.988, 0.175, -0.080], [-0.474, -0.538, -0.054], [0.766, 0.425, -0.110], [1.651, -0.021, -0.069], [-0.413, -1.530, 0.184], [0.459, 1.490, 0.128]], "mulliken_charge": [-0.154, -0.149, -0.629, 0.317, 0.384, 0.231], "e_above_lowest_kcal_mol": 41.3, "spin_multiplicity": 1, "mol_weight_g_mol": 62.50, "smiles": "C=CCl", "gap_ev": 9.34, "lumo_ev": 0.46}

{"formula": "C47H44AlN5Sb2", "method": "wB97M-V/def2-TZVPD", "elements": ["Sb", "Sb", "Al", "N", "N", "N", "N", "N", "C", "C", "C", "C", "C", "C", "C", "C", "C", "C", "C", "C", "C", "C", "C", "C", "C", "C", "C", "C", "C", "C", "C", "C", "C", "C", "C", "C", "C", "C", "C", "C", "C", "C", "C", "C", "C", "C", "C", "C", "C", "C", "C", "C", "C", "C", "C", "H", "H", "H", "H", "H", "H", "H", "H", "H", "H", "H", "H", "H", "H", "H", "H", "H", "H", "H", "H", "H", "H", "H", "H", "H", "H", "H", "H", "H", "H", "H", "H", "H", "H", "H", "H", "H", "H", "H", "H", "H", "H", "H", "H"], "xyz": [[1.417, -0.283, -0.727], [1.472, -3.052, -0.478], [-1.148, 0.748, -0.882], [-0.165, 2.363, -1.582], [-3.844, -0.059, -1.537], [-2.524, -0.226, -1.814], [-2.311, 1.846, -0.007], [-0.179, 3.491, -0.831], [-2.403, -1.444, -2.363], [4.064, -4.309, 0.607], [-0.343, 4.393, 2.758], [-3.636, 2.109, -0.373], [3.888, 1.489, -0.893], [0.247, 4.532, -1.559], [-5.559, 3.595, -0.466], [-6.316, 2.676, -1.190], [-0.604, 3.484, 0.545], [0.563, 4.080, -2.825], [2.484, 0.674, 3.512], [-2.135, 2.842, 2.243], [-1.476, 3.672, 3.132], [-1.704, 2.721, 0.927], [2.571, 0.470, 2.143], [2.883, -4.539, -0.090], [5.220, 1.854, -1.024], [3.512, 0.145, -0.888], [1.084, -3.285, -2.553], [-4.260, 3.328, -0.081], [-4.519, -1.156, -1.897], [5.836, -0.462, -1.152], [4.936, -5.369, 0.818], [0.184, 0.284, 2.030], [-2.449, -3.557, 1.411], [1.330, -0.705, -2.935], [1.790, -2.124, -3.278], [-3.633, -2.067, -2.444], [2.557, -5.801, -0.578], [3.439, -6.849, -0.357], [-1.447, -3.545, 0.452], [-0.811, -3.210, 3.141], [-2.131, -3.386, 2.752], [-5.700, 1.482, -1.519], [1.409, 0.292, 1.388], [-7.713, 2.985, -1.650], [0.287, 2.718, -2.791], [0.197, -3.192, 2.186], [1.242, 0.682, 4.143], [4.623, -6.631, 0.334], [4.500, -0.825, -1.024], [-0.124, -3.365, 0.842], [-4.399, 1.203, -1.113], [0.411, 5.243, 3.741], [0.088, 0.482, 3.404], [6.198, 0.876, -1.151], [0.089, 4.283, 1.442], [1.961, 0.021, -3.451], [5.497, 2.900, -1.020], [1.223, -3.048, 2.510], [6.594, -1.228, -1.250], [-0.150, 5.372, 4.664], [3.144, 2.273, -0.777], [1.631, -5.988, -1.109], [-5.992, 4.555, -0.213], [3.385, 0.821, 4.094], [1.556, -4.225, -2.840], [0.021, -3.376, -2.771], [-0.739, 0.059, 1.483], [-6.240, 0.761, -2.118], [-7.711, 3.368, -2.672], [5.306, -7.453, 0.496], [-0.878, 0.463, 3.894], [-2.913, -3.404, 3.499], [-8.176, 3.740, -1.017], [5.858, -5.209, 1.359], [-3.863, -3.041, -2.838], [3.545, 0.459, 1.671], [-1.428, -1.790, -2.662], [-3.712, 4.081, 0.467], [1.691, -2.309, -4.352], [-1.704, -3.713, -0.586], [-3.002, 2.275, 2.558], [2.865, -2.180, -3.073], [-8.344, 2.097, -1.631], [0.284, -0.542, -3.224], [4.260, -1.884, -1.024], [0.298, 5.516, -1.124], [0.971, 4.820, 1.114], [4.310, -3.328, 0.992], [-5.580, -1.222, -1.735], [3.198, -7.837, -0.725], [7.237, 1.158, -1.245], [0.928, 4.659, -3.653], [-3.477, -3.714, 1.113], [0.386, 1.980, -3.570], [1.369, 4.785, 3.993], [0.617, 6.231, 3.328], [-1.834, 3.747, 4.152], [1.182, 0.831, 5.213], [-0.562, -3.083, 4.186]], "mulliken_charge": [0.312, 1.087, -0.122, 1.039, 0.011, 0.433, 0.507, 0.281, 0.112, -0.245, 0.447, 1.087, -0.177, -0.119, -1.258, 0.071, 0.583, -1.529, -0.760, -0.208, -0.938, -0.869, -0.989, 0.828, -0.662, 0.432, -1.098, -0.412, 0.057, -0.930, -0.692, -0.265, -0.691, -1.247, -0.893, -1.414, -0.771, -0.788, -0.303, -0.655, -0.629, -0.606, 1.625, -1.618, -0.486, -0.602, -1.160, -0.538, -0.440, 0.447, 0.720, -1.571, -0.730, -0.756, -0.376, 0.638, 0.470, 0.330, 0.488, 0.403, 0.282, 0.419, 0.421, 0.477, 0.835, 0.476, -0.248, 0.482, 0.307, 0.410, 0.586, 0.439, 0.399, 0.448, 0.498, 0.413, 0.147, 0.527, 0.490, 0.504, 0.610, 0.264, 0.388, 0.591, 0.445, 0.589, 0.631, 0.434, 0.542, 0.415, 0.412, 0.504, 0.478, 0.492, 0.304, 0.372, 0.417, 0.468, 0.465], "e_above_lowest_kcal_mol": 0.0, "spin_multiplicity": 1, "charge": 2, "mol_weight_g_mol": 949.41, "gap_ev": 6.59, "lumo_ev": -5.51}

{"formula": "C3H3O2Rb", "method": "wB97M-V/def2-TZVPD", "elements": ["Rb", "O", "O", "C", "C", "C", "H", "H", "H"], "xyz": [[-1.703, -1.556, -1.644], [0.501, -0.014, 1.432], [0.927, -2.243, -1.303], [1.350, -0.466, 0.586], [-0.312, 1.186, 1.113], [-1.169, 1.117, 0.107], [0.106, 2.038, 1.666], [-1.464, 2.138, -0.193], [1.765, -2.200, -1.764]], "mulliken_charge": [0.740, -0.278, -0.970, -0.133, -0.244, -0.545, 0.316, 0.020, 0.094], "e_above_lowest_kcal_mol": 5.9, "spin_multiplicity": 2, "charge": -1, "mol_weight_g_mol": 156.52, "gap_ev": [3.33, 4.78], "lumo_ev": [1.89, 1.89]}

{"formula": "C9H17N3O3S", "method": "wB97M-V/def2-TZVPD", "elements": ["S", "O", "O", "O", "N", "N", "N", "C", "C", "C", "C", "C", "C", "C", "C", "C", "H", "H", "H", "H", "H", "H", "H", "H", "H", "H", "H", "H", "H", "H", "H", "H", "H"], "xyz": [[1.525, -3.380, 0.680], [-1.242, -0.385, -2.182], [2.709, 0.511, 0.265], [-0.911, -2.461, 2.657], [1.193, 1.776, -0.782], [-0.265, -0.838, -0.202], [-2.262, -0.793, 2.222], [2.163, 1.564, 0.153], [-1.448, -1.805, 1.813], [-1.066, -1.935, 0.309], [0.814, 0.802, -1.836], [2.413, 2.763, 1.075], [-0.308, -0.220, -1.393], [-0.190, -3.116, -0.045], [-2.702, 0.343, 1.362], [0.485, 1.704, -2.980], [-0.536, 2.073, -2.670], [0.605, 1.294, -3.987], [-1.925, -1.982, -0.256], [2.258, 3.669, 0.543], [1.801, 2.660, 1.940], [-2.464, -0.741, 3.105], [1.213, -3.820, 1.906], [0.504, 2.487, -0.724], [1.689, 0.329, -2.021], [0.581, -0.578, 0.252], [-0.172, -3.079, -1.167], [1.143, 2.639, -2.957], [-3.609, 0.767, 1.729], [-0.749, -4.022, 0.233], [-1.914, 1.178, 1.179], [-2.786, -0.093, 0.345], [3.451, 2.692, 1.436]], "mulliken_charge": [-0.190, -0.716, -0.590, -0.596, -0.248, 0.122, -0.155, 0.745, 0.313, -0.226, -0.151, -1.264, 0.521, -1.190, -0.606, -1.288, 0.345, 0.305, 0.725, 0.368, 0.278, 0.165, 0.135, 0.283, 0.491, 0.107, 0.476, 0.361, 0.355, 0.430, 0.107, 0.233, 0.357], "e_above_lowest_kcal_mol": 41.4, "spin_multiplicity": 1, "mol_weight_g_mol": 247.32, "smiles": "CNC(=O)[C@H](CS)NC(=O)[C@@H](C)NC(C)=O", "gap_ev": 9.43, "lumo_ev": 0.49}

{"formula": "N2O6", "method": "wB97M-V/def2-TZVPD", "elements": ["O", "O", "O", "O", "O", "O", "N", "N"], "xyz": [[-0.232, -1.006, -0.753], [-1.616, -0.427, 0.766], [0.500, 0.789, -0.618], [1.480, 2.281, 0.044], [1.915, 0.449, 1.076], [-2.023, -2.043, -0.632], [-1.378, -1.138, -0.131], [1.355, 1.095, 0.247]], "mulliken_charge": [-0.227, -0.494, -0.290, -0.397, -0.492, -0.507, 1.193, 1.214], "e_above_lowest_kcal_mol": 45.3, "spin_multiplicity": 1, "mol_weight_g_mol": 124.01, "gap_ev": [8.89, 8.79], "lumo_ev": [-3.41, -3.55]}